(1)
{
  "formula": "C27H20InN5O2",
  "method": "ωB97M-V/def2-TZVPD",
  "elements": ["In", "C", "O", "C", "C", "C", "C", "C", "C", "N", "N", "C", "C", "O", "C", "C", "C", "C", "C", "C", "C", "C", "H", "H", "H", "H", "H", "H", "H", "H", "H", "H", "H", "H", "H", "N", "C", "C", "C", "C", "C", "C", "C", "N", "C", "C", "N", "C", "H", "H", "H", "H", "H", "H", "H"],
  "xyz": [[0.3939, -0.2878, -1.4472], [-3.5290, 0.7169, -0.1203], [-2.4480, 1.6464, -0.3517], [-2.4476, 2.7767, 0.3394], [-3.5386, 3.2621, 1.0469], [-3.4263, 4.4412, 1.7626], [-2.2218, 5.1729, 1.8328], [-1.1316, 4.7047, 1.1712], [-1.2290, 3.5183, 0.3860], [-0.2085, 3.0722, -0.3516], [0.8732, 3.7069, -0.4194], [2.0718, 3.3290, -0.1735], [2.2026, 1.9438, 0.4567], [1.1764, 1.3331, 0.7073], [3.5396, 1.4123, 0.5659], [4.5922, 2.1617, 0.1943], [4.4965, 3.5265, -0.3181], [5.6432, 4.2679, -0.5631], [5.5473, 5.5877, -0.9840], [4.3025, 6.1538, -1.2243], [3.1483, 5.4212, -0.9968], [3.2432, 4.1188, -0.5213], [-3.5311, 0.4044, 0.9228], [-3.3241, -0.1364, -0.7595], [-4.4873, 1.1493, -0.3931], [-4.4810, 2.7371, 1.0384], [-4.2986, 4.8086, 2.2901], [-2.1723, 6.0951, 2.3941], [-0.1923, 5.2434, 1.1820], [3.6607, 0.4242, 0.9874], [5.5866, 1.7378, 0.2884], [6.6137, 3.8094, -0.4136], [6.4441, 6.1767, -1.1214], [4.2317, 7.1712, -1.5862], [2.1737, 5.8622, -1.1676], [-4.5144, -10.0599, -0.4420], [-3.8312, -9.1380, -0.4013], [-2.9698, -7.9760, -0.3558], [-1.5919, -8.1352, -0.2579], [-0.7686, -7.0226, -0.2270], [-1.3325, -5.7604, -0.2865], [-2.7033, -5.5897, -0.3738], [-3.5255, -6.7020, -0.4116], [-0.4728, -4.6061, -0.2387], [0.6742, -4.4753, 0.5169], [1.1366, -3.2231, 0.2940], [0.2937, -2.5753, -0.5949], [-0.6629, -3.4431, -0.8853], [-1.1670, -9.1281, -0.2054], [0.3054, -7.1455, -0.1759], [-3.1353, -4.5975, -0.3935], [-4.5992, -6.5870, -0.4679], [1.0318, -5.2638, 1.1559], [2.0192, -2.7519, 0.6920], [-1.4604, -3.2893, -1.5954]],
  "forces_ev_per_a": [[-0.042, -0.232, -0.032], [0.037, 0.009, -0.122], [0.019, -0.031, 0.217], [-0.012, -0.307, -0.163], [-0.246, 0.246, 0.295], [-0.018, -0.205, -0.085], [0.113, -0.003, 0.043], [-0.134, 0.091, 0.037], [0.449, 0.197, 0.019], [-0.209, -0.036, -0.171], [0.333, -0.179, 0.029], [-0.204, 0.042, 0.058], [0.310, 0.189, -0.233], [-0.253, -0.167, 0.094], [-0.125, 0.085, 0.085], [0.129, 0.193, -0.103], [0.044, -0.240, 0.183], [0.165, 0.019, -0.010], [0.012, -0.043, -0.030], [0.018, 0.047, -0.034], [-0.077, -0.017, 0.001], [-0.162, -0.035, 0.015], [-0.007, 0.052, 0.038], [0.003, 0.052, -0.027], [-0.032, 0.015, -0.078], [0.006, 0.006, 0.019], [0.027, 0.007, -0.033], [-0.041, -0.033, 0.018], [-0.047, 0.001, -0.035], [-0.037, -0.014, -0.025], [0.006, 0.086, 0.010], [-0.022, 0.061, 0.029], [-0.007, -0.041, -0.074], [-0.002, -0.020, 0.043], [0.040, 0.018, 0.025], [0.033, 0.059, 0.006], [0.156, 0.188, 0.021], [-0.203, -0.236, -0.011], [0.084, -0.023, 0.043], [0.073, -0.105, -0.030], [0.204, 0.176, 0.005], [-0.107, 0.069, 0.003], [-0.041, 0.036, -0.024], [-0.162, -0.114, 0.078], [-0.128, -0.110, 0.016], [-0.020, 0.246, -0.206], [-0.002, 0.059, 0.108], [0.175, -0.033, -0.069], [-0.004, 0.014, -0.033], [-0.021, -0.004, -0.009], [-0.005, -0.022, 0.039], [0.018, 0.003, -0.024], [-0.018, 0.012, -0.026], [-0.044, -0.005, 0.042], [-0.018, -0.025, 0.065]],
  "homo_lumo_gap_ev": 5.75,
  "total_charge": 2,
  "lumo_energy_ev": -7.99,
  "homo_ev": -13.74,
  "e_above_lowest_kcal_mol": 0.0,
  "fmax_ev_per_a": 0.5
}



(2)
{
  "formula": "C27H21AuNO6PS",
  "method": "ωB97M-V/def2-TZVPD",
  "elements": ["Au", "O", "C", "O", "C", "C", "C", "C", "C", "C", "S", "H", "H", "H", "H", "O", "C", "C", "C", "C", "C", "C", "C", "O", "N", "O", "O", "H", "H", "H", "H", "C", "P", "C", "C", "C", "C", "C", "C", "C", "C", "C", "C", "C", "C", "H", "H", "H", "H", "H", "H", "H", "H", "H", "H", "H", "H", "H"],
  "xyz": [[-0.5444, 0.9216, -0.9862], [3.5391, 1.3783, -1.7700], [2.3988, 1.8095, -1.7295], [1.3632, 1.1282, -2.0355], [2.2144, 3.2780, -1.3746], [3.3699, 3.9994, -1.0889], [3.3448, 5.3730, -0.9305], [2.1316, 6.0432, -1.0253], [0.9722, 5.3410, -1.2668], [0.9845, 3.9462, -1.4321], [-0.5780, 3.2488, -1.7148], [4.2957, 3.4440, -1.0365], [4.2616, 5.9198, -0.7571], [2.0940, 7.1178, -0.9171], [0.0197, 5.8453, -1.3160], [-2.8036, 0.6895, -0.7744], [-3.4617, 0.7547, 0.2649], [-3.0508, 0.7712, 1.6274], [-4.0719, 0.8471, 2.5872], [-3.7933, 0.8812, 3.9321], [-2.4554, 0.8246, 4.3762], [-1.4446, 0.7493, 3.4754], [-1.6692, 0.7182, 2.0540], [-0.6723, 0.6322, 1.2910], [-4.8527, 0.9776, 4.8835], [-5.9950, 0.9863, 4.4652], [-4.5541, 1.0464, 6.0595], [-4.5589, 0.7992, 0.1457], [-5.1041, 0.8844, 2.2652], [-2.2583, 0.8445, 5.4378], [-0.4191, 0.7112, 3.8083], [-0.5300, -1.8499, -3.1951], [-0.0310, -1.3825, -1.5025], [1.7566, -1.5513, -1.4096], [2.2955, -1.4589, -0.1279], [3.6624, -1.5170, 0.0494], [4.4932, -1.6375, -1.0531], [3.9578, -1.7033, -2.3291], [2.5887, -1.6546, -2.5166], [-0.6372, -2.8154, -0.5592], [0.1007, -3.9952, -0.5977], [-0.3784, -5.1266, 0.0308], [-1.5891, -5.0837, 0.7032], [-2.3161, -3.9063, 0.7580], [-1.8430, -2.7692, 0.1273], [-0.1801, -2.8644, -3.4015], [-0.1121, -1.1403, -3.9088], [-1.6195, -1.8192, -3.2432], [1.6273, -1.3206, 0.7118], [4.0836, -1.4547, 1.0401], [5.5632, -1.6542, -0.9212], [4.6103, -1.7779, -3.1842], [2.1763, -1.6704, -3.5146], [1.0464, -4.0156, -1.1206], [0.1940, -6.0419, -0.0024], [-1.9640, -5.9730, 1.1855], [-3.2508, -3.8794, 1.2977], [-2.4042, -1.8469, 0.1629]],
  "forces_ev_per_a": [[1.614, 0.989, -2.013], [-0.523, -0.379, -0.338], [1.321, 2.082, 1.271], [-2.379, -1.834, -0.155], [-0.212, -0.234, -0.129], [0.017, 0.034, -0.128], [-0.044, -0.066, 0.025], [0.195, 0.080, -0.170], [-0.182, -0.346, 0.146], [0.653, 0.334, 0.308], [-0.933, -0.982, 0.443], [0.023, 0.018, -0.022], [-0.001, -0.011, 0.089], [-0.022, 0.060, 0.023], [-0.089, 0.140, 0.055], [0.993, 0.084, -0.652], [-0.644, 0.096, 0.788], [0.536, -0.044, -0.067], [-0.194, 0.060, 0.450], [0.531, -0.093, -1.049], [0.047, 0.022, -0.034], [-0.002, -0.006, 0.056], [-0.104, 0.017, 0.401], [-0.035, 0.006, -0.147], [-0.419, 0.005, 0.200], [-0.315, 0.012, -0.021], [0.033, 0.009, 0.289], [0.078, -0.015, -0.155], [-0.042, 0.017, 0.011], [0.008, 0.013, 0.020], [0.115, -0.010, -0.033], [0.063, 0.376, 0.176], [-0.039, -0.673, 0.151], [-0.071, 0.203, 0.059], [-0.093, -0.010, -0.112], [0.069, 0.002, 0.005], [-0.051, -0.047, -0.109], [0.072, -0.094, 0.023], [-0.149, -0.098, 0.142], [0.042, 0.357, 0.025], [-0.002, 0.090, -0.073], [0.025, -0.116, 0.006], [-0.028, -0.018, 0.027], [-0.101, -0.099, 0.084], [0.071, 0.100, -0.071], [-0.010, 0.121, 0.008], [-0.055, -0.032, -0.061], [0.058, -0.010, -0.046], [0.012, -0.034, 0.178], [0.036, 0.042, 0.125], [0.132, -0.028, 0.022], [0.086, 0.021, -0.101], [-0.003, -0.029, -0.077], [0.076, -0.066, -0.002], [0.030, -0.070, 0.001], [-0.048, -0.076, 0.088], [-0.087, 0.040, 0.028], [-0.060, 0.089, 0.044]],
  "homo_lumo_gap_ev": [5.37, 5.36],
  "total_charge": 0,
  "lumo_energy_ev": [-2.83, -2.83],
  "homo_ev": [-8.20, -8.19],
  "e_above_lowest_kcal_mol": 27.0,
  "fmax_ev_per_a": 3.0
}